[1]
115
Properties=species:S:1:pos:R:3:lowdin_charge:R:1 method="wB97M-V/def2-TZVPD" e_lumo_ev=-1.49 max_force_ev_per_a=6.6 total_charge=-1 gap_ev=1.8 molar_mass_da=1039.2
Tl -18.36 19.07 13.91 0.9601
C -23.18 21.15 18.91 -0.0200
C -24.17 21.05 19.83 -0.3516
C -25.04 19.76 19.84 -0.3826
O -26.11 19.59 20.43 0.0619
C -24.74 18.68 19.08 0.0531
C -23.59 18.63 18.17 -0.3045
C -22.77 20.02 18.06 -0.2883
O -21.70 20.07 17.33 -0.1121
O -23.12 17.56 17.70 0.0037
O -24.57 22.16 20.44 -0.1225
H -22.61 22.06 18.77 0.0968
H -25.16 17.69 19.22 0.1210
C -28.45 13.90 20.39 0.0735
C -28.98 14.69 21.40 -0.3325
C -28.27 15.21 22.66 -0.3615
O -28.78 16.08 23.47 0.0241
C -27.03 14.83 22.84 0.0435
C -26.29 13.94 21.97 -0.2789
C -27.07 13.59 20.50 -0.2814
O -26.26 13.33 19.58 0.0346
O -25.20 13.44 22.24 0.0662
O -30.17 14.99 21.11 0.0342
H -29.08 13.46 19.63 0.1258
H -26.36 15.12 23.63 0.1324
C -15.31 19.95 18.22 -0.2517
C -16.55 20.76 18.19 -0.2738
O -16.63 21.50 17.05 -0.0684
O -15.44 18.98 17.19 -0.0813
H -15.11 19.53 19.21 0.1202
H -14.39 20.48 18.01 0.1178
H -16.28 21.65 18.76 0.1261
H -17.41 20.27 18.65 0.1397
H -16.71 22.46 17.08 0.1011
H -14.66 18.45 17.07 0.0828
C -24.51 29.35 16.55 -0.2075
C -24.12 27.89 16.06 -0.2111
O -23.41 27.16 17.08 -0.0918
O -25.24 29.36 17.82 -0.0724
H -25.07 29.74 15.70 0.1025
H -23.64 30.00 16.61 0.1052
H -23.50 27.83 15.17 0.1068
H -25.01 27.31 15.81 0.1100
H -24.05 26.62 17.55 0.0814
H -24.59 29.35 18.52 0.0766
C -27.57 26.79 27.02 -0.2430
C -27.15 26.94 25.59 -0.2607
O -27.71 25.94 24.74 -0.0287
O -26.77 25.80 27.73 -0.0896
H -28.60 26.45 27.12 0.1161
H -27.52 27.64 27.70 0.1158
H -26.07 27.09 25.60 0.1263
H -27.53 27.95 25.47 0.1114
H -27.01 25.29 24.59 0.0855
H -26.71 25.08 27.10 0.0636
C -23.54 20.73 25.11 -0.2678
C -24.57 21.71 25.73 -0.2252
O -25.70 21.86 24.86 -0.0711
O -23.98 19.40 25.11 -0.0597
H -22.59 20.77 25.63 0.1118
H -23.30 20.95 24.07 0.1171
H -24.03 22.65 25.89 0.1006
H -24.92 21.37 26.70 0.1186
H -25.40 22.01 23.96 0.0826
H -24.85 19.42 24.70 0.0892
C -30.54 25.00 20.05 -0.2912
C -31.98 24.92 19.39 -0.2787
O -32.64 23.88 19.96 -0.0518
O -29.89 23.83 20.13 -0.0134
H -30.62 25.43 21.05 0.1131
H -30.00 25.75 19.46 0.1098
H -31.97 24.53 18.37 0.1126
H -32.48 25.88 19.44 0.1098
H -33.55 24.08 19.73 0.0875
H -29.01 23.98 19.76 0.1021
C -31.02 17.62 16.86 -0.2378
C -29.70 16.91 16.55 -0.2278
O -29.10 17.44 15.34 -0.0690
O -30.90 18.97 17.37 -0.0536
H -31.64 17.06 17.56 0.1198
H -31.58 17.60 15.93 0.1103
H -29.89 15.84 16.49 0.1133
H -29.03 16.90 17.41 0.1205
H -29.19 18.38 15.50 0.0591
H -30.62 19.48 16.61 0.0643
C -19.71 26.35 22.05 -0.2189
C -20.84 25.84 22.95 -0.3094
O -22.01 26.30 22.50 -0.0483
O -19.51 25.39 20.99 -0.0738
H -18.90 26.31 22.77 0.1019
H -19.84 27.36 21.65 0.1224
H -20.66 26.35 23.90 0.1113
H -20.94 24.77 23.10 0.1342
H -22.51 25.65 22.00 0.1040
H -19.90 25.80 20.21 0.0747
C -22.46 14.40 13.07 -0.2487
C -22.41 13.06 13.73 -0.2535
O -23.18 13.11 14.93 -0.0436
O -21.90 15.49 13.87 -0.0753
H -23.42 14.67 12.63 0.1140
H -21.84 14.31 12.17 0.1049
H -21.35 12.82 13.82 0.1180
H -22.76 12.28 13.05 0.1130
H -24.11 13.03 14.71 0.0923
H -22.49 15.65 14.61 0.0822
C -18.82 16.30 22.19 -0.2255
C -20.09 16.98 21.67 -0.2756
O -21.13 16.17 22.00 -0.0519
O -18.36 15.18 21.38 -0.0754
H -18.90 16.05 23.25 0.1130
H -18.04 17.04 22.06 0.0997
H -20.04 17.23 20.61 0.1290
H -20.38 17.86 22.25 0.1212
H -21.52 16.25 22.88 0.1012
H -17.41 15.13 21.52 0.0640


[2]
95
Properties=species:S:1:pos:R:3:lowdin_charge:R:1 method="wB97M-V/def2-TZVPD" e_lumo_ev=-0.20 max_force_ev_per_a=2.4 total_charge=0 gap_ev=6.3 de_lowest_kcal_mol=0.0 molar_mass_da=751.9
Hf 0.15 0.00 -0.49 1.2787
C 2.02 -0.13 -2.04 -0.2302
C 1.26 -1.32 -2.26 -0.3870
C 0.02 -0.91 -2.89 -0.1581
Si 1.98 -3.00 -1.93 0.4897
C 0.03 0.50 -3.02 -0.1564
C 1.27 1.01 -2.49 -0.3821
Si 1.99 2.72 -2.44 0.4946
H 3.01 -0.09 -1.60 0.1063
H -0.76 -1.58 -3.23 0.1122
H -0.76 1.10 -3.48 0.1126
Cl -3.89 0.16 1.74 -0.3875
C 3.85 2.63 -2.42 -0.1709
C 1.44 3.70 -3.93 -0.1625
C 3.84 -2.89 -1.91 -0.1704
C 1.45 -4.21 -3.24 -0.1622
H 2.09 3.40 -4.77 0.0399
H 1.57 4.77 -3.76 0.0420
H 0.40 3.51 -4.23 0.0264
H 4.22 2.10 -1.53 0.0345
H 4.27 3.64 -2.43 0.0416
H 4.20 2.10 -3.31 0.0428
H 2.08 -4.03 -4.12 0.0398
H 0.41 -4.11 -3.55 0.0260
H 1.62 -5.24 -2.90 0.0421
H 4.19 -2.53 -2.88 0.0427
H 4.27 -3.89 -1.74 0.0416
H 4.21 -2.21 -1.14 0.0346
C 1.33 3.47 -0.83 -0.4093
C 1.32 -3.49 -0.23 -0.4107
P -0.31 2.77 -0.43 0.9858
H 1.32 4.56 -0.90 0.0415
H 2.02 3.19 -0.02 0.0589
P -0.35 -2.78 0.05 0.9922
H 1.98 -3.05 0.53 0.0563
H 1.35 -4.58 -0.12 0.0416
C -0.99 -3.62 1.57 -0.5212
C -1.42 -3.72 -1.21 -0.5166
C -1.40 3.52 -1.79 -0.5132
C -0.92 3.77 1.01 -0.5198
C -1.09 2.86 2.22 -0.1485
H -1.93 4.09 0.73 0.0953
C -0.09 5.03 1.31 -0.1098
H 0.97 4.77 1.45 0.0722
H -0.46 5.49 2.23 0.0837
H -0.16 5.77 0.50 0.0617
H -1.90 2.12 2.06 0.0288
H -1.37 3.46 3.10 0.0893
H -0.17 2.31 2.43 0.0308
H -0.94 3.18 -2.73 0.0553
C -1.39 5.06 -1.77 -0.1087
C -2.84 2.99 -1.73 -0.1021
H -0.38 5.49 -1.86 0.0641
H -1.87 5.45 -0.87 0.0751
H -1.97 5.42 -2.63 0.0861
H -2.91 1.94 -2.05 0.0527
H -3.47 3.58 -2.41 0.0833
H -3.26 3.06 -0.72 0.0843
H -0.96 -3.51 -2.19 0.0517
C -2.86 -3.17 -1.23 -0.1015
C -1.42 -5.24 -1.00 -0.1093
H -0.41 -5.68 -1.02 0.0652
H -1.99 -5.72 -1.82 0.0851
H -1.91 -5.52 -0.06 0.0729
H -2.91 -2.18 -1.70 0.0523
H -3.28 -3.07 -0.22 0.0830
H -3.51 -3.85 -1.81 0.0831
C -1.29 -2.56 2.64 -0.1425
C -0.12 -4.79 2.06 -0.1080
H -1.98 -4.03 1.29 0.0911
H 0.94 -4.50 2.16 0.0733
H -0.18 -5.64 1.38 0.0576
H -0.49 -5.15 3.04 0.0828
H -0.42 -1.95 2.88 0.0238
H -1.68 -3.06 3.54 0.0929
H -2.09 -1.88 2.30 0.0209
C -1.99 0.01 -0.52 -0.4153
H -2.57 -0.07 -1.44 0.0083
H -2.32 -0.80 0.14 -0.0951
H -2.33 0.91 0.00 -0.0915
C -1.02 0.34 4.49 -0.0299
C 0.50 0.26 4.25 -0.6267
C 1.16 1.53 4.79 -0.0498
C 1.06 -0.97 4.96 -0.0488
C 0.72 0.15 2.80 -0.1415
C 0.76 0.04 1.57 -0.1558
H -1.23 0.44 5.56 0.0980
H -1.50 -0.56 4.10 0.0605
H -1.43 1.21 3.96 0.0568
H 1.16 1.53 5.90 0.0892
H 2.21 1.59 4.45 0.0897
H 0.62 2.42 4.45 0.0709
H 0.44 -1.84 4.74 0.0676
H 2.09 -1.15 4.62 0.0917
H 1.06 -0.81 6.04 0.0875


[3]
102
Properties=species:S:1:pos:R:3:mulliken_spin:R:1 method="wB97M-V/def2-TZVPD" e_lumo_ev="-0.15 / -0.15" max_force_ev_per_a=1.9 spin_multiplicity=4 s2=3.762 total_charge=0 gap_ev="8.0 / 9.0" molar_mass_da=764.9
C -0.73 0.43 3.66 0.0003
C 0.68 0.86 4.03 -0.0002
I 0.67 3.11 3.87 0.0001
O 1.66 0.48 3.12 0.0032
S 3.08 0.28 3.87 -0.0001
O 4.10 1.13 3.40 0.0001
O 3.29 -1.12 3.89 0.0001
O 2.61 0.88 5.28 0.0000
C 1.20 0.61 5.44 0.0001
S 0.96 -1.09 6.04 -0.0002
H -0.69 0.05 2.64 0.0029
H -1.12 -0.33 4.34 -0.0013
H -1.41 1.27 3.66 -0.0008
H 0.76 1.36 6.09 0.0000
H 2.13 -1.16 6.66 0.0000
C -3.57 -5.86 2.55 0.0099
C -2.80 -4.59 2.97 0.0208
C -3.77 -3.55 3.55 0.0271
C -4.67 -2.91 2.49 -0.0255
C -3.84 -2.32 1.35 0.0226
C -2.85 -3.31 0.74 0.0302
N -2.06 -4.00 1.81 0.3781
O -1.12 -3.21 2.21 0.5282
C -3.59 -4.33 -0.15 0.0127
C -1.87 -2.58 -0.17 -0.0273
C -1.80 -5.03 4.03 0.0007
H -3.74 -6.49 3.43 0.0014
H -4.56 -5.65 2.14 0.0004
H -3.01 -6.44 1.83 -0.0096
H -3.19 -2.77 4.05 0.0073
H -4.38 -4.03 4.32 0.0014
H -5.39 -3.63 2.10 -0.0010
H -5.26 -2.11 2.95 0.0012
H -4.49 -1.94 0.56 0.0027
H -3.28 -1.45 1.73 0.0085
H -2.92 -5.11 -0.48 -0.0104
H -3.98 -3.82 -1.03 0.0007
H -4.44 -4.80 0.34 0.0011
H -1.37 -1.76 0.34 0.0133
H -2.41 -2.16 -1.02 0.0034
H -1.11 -3.26 -0.56 -0.0021
H -1.12 -5.77 3.63 -0.0003
H -2.34 -5.47 4.86 0.0001
H -1.22 -4.19 4.42 0.0012
C 6.07 -0.47 -2.94 0.0204
C 5.43 0.94 -3.07 0.0050
C 6.47 2.01 -2.72 0.0289
C 6.80 2.06 -1.23 -0.0199
C 5.53 2.22 -0.39 0.0294
C 4.46 1.18 -0.71 0.0258
N 4.23 1.08 -2.19 0.3762
O 3.48 2.04 -2.60 0.5561
C 4.85 -0.19 -0.12 0.0252
C 3.16 1.57 -0.03 -0.0462
C 5.00 1.07 -4.52 0.0007
H 6.62 -0.70 -3.84 0.0012
H 6.77 -0.55 -2.12 0.0014
H 5.30 -1.23 -2.81 -0.0128
H 6.09 2.98 -3.04 0.0020
H 7.38 1.82 -3.30 0.0015
H 7.35 1.17 -0.93 -0.0005
H 7.47 2.91 -1.04 0.0017
H 5.77 2.15 0.67 0.0015
H 5.12 3.22 -0.56 0.0015
H 4.15 -0.96 -0.45 -0.0134
H 4.81 -0.14 0.97 -0.0003
H 5.85 -0.51 -0.38 0.0014
H 2.84 2.58 -0.28 0.0023
H 3.28 1.52 1.05 0.0004
H 2.35 0.88 -0.30 0.0108
H 4.27 0.30 -4.78 -0.0027
H 5.87 0.94 -5.16 0.0008
H 4.57 2.04 -4.73 0.0004
C -0.69 3.22 -2.45 0.0190
C -1.54 1.97 -2.16 0.0196
C -1.95 1.30 -3.47 0.0290
C -3.00 2.09 -4.25 -0.0224
C -4.21 2.40 -3.38 0.0264
C -3.86 3.06 -2.04 0.0004
N -2.76 2.31 -1.36 0.4043
O -3.23 1.26 -0.76 0.5382
C -3.47 4.53 -2.26 0.0159
C -5.09 3.08 -1.14 -0.0096
C -0.66 1.04 -1.34 -0.0270
H 0.35 2.92 -2.63 0.0038
H -1.00 3.77 -3.34 0.0009
H -0.69 3.91 -1.60 -0.0156
H -2.34 0.30 -3.26 0.0033
H -1.05 1.16 -4.08 -0.0010
H -2.57 3.02 -4.64 -0.0007
H -3.31 1.52 -5.12 0.0012
H -4.91 3.05 -3.91 0.0004
H -4.75 1.47 -3.18 0.0048
H -3.10 4.97 -1.33 -0.0099
H -4.35 5.10 -2.56 0.0008
H -2.72 4.68 -3.03 0.0020
H -5.52 2.09 -1.02 0.0021
H -5.85 3.72 -1.58 0.0005
H -4.84 3.47 -0.15 -0.0012
H -0.36 1.52 -0.41 0.0022
H 0.24 0.80 -1.91 -0.0011
H -1.16 0.10 -1.11 0.0136


[4]
116
Properties=species:S:1:pos:R:3:lowdin_charge:R:1 method="wB97M-V/def2-TZVPD" e_lumo_ev=0.14 max_force_ev_per_a=6.1 total_charge=0 smiles="O=S1(=O)OCCO1.CCOC(=O)OC.CCOC(=O)OC.CCOC(=O)OC.CCOC(=O)OC.CCOC(=O)OC.CCOC(=O)OC.CCOC(=O)OC" gap_ev=10.5 molar_mass_da=852.9
O 1.46 0.61 2.14 -0.2492
S 1.57 1.63 1.09 0.7013
O 1.98 3.00 1.35 -0.2434
O 2.32 1.04 -0.20 -0.2049
C 1.64 1.50 -1.42 -0.1346
C 0.17 1.39 -1.03 -0.1820
O 0.08 1.81 0.36 -0.2028
H 1.78 2.55 -1.71 0.1264
H 2.04 0.95 -2.27 0.1355
H -0.23 0.38 -1.11 0.1239
H -0.48 1.90 -1.74 0.1297
C 3.27 -5.52 4.30 -0.0344
C 3.30 -5.67 2.71 -0.1874
O 2.84 -6.90 2.18 0.0135
C 3.63 -7.97 2.02 -0.5986
O 4.85 -8.01 2.02 0.1142
O 2.80 -8.96 1.81 0.0138
C 3.21 -10.33 1.58 -0.0278
H 2.25 -5.20 4.53 0.0622
H 3.96 -4.71 4.55 0.0684
H 3.51 -6.40 4.89 0.0735
H 4.34 -5.59 2.40 0.1079
H 2.72 -4.96 2.12 0.1237
H 3.71 -10.72 2.47 0.0911
H 3.98 -10.49 0.82 0.0902
H 2.46 -11.07 1.32 0.0897
C 0.70 1.79 10.06 -0.0508
C 1.39 2.89 10.94 -0.2202
O 1.76 2.20 12.06 0.0013
C 3.02 1.79 12.31 -0.5649
O 4.01 2.05 11.68 0.1344
O 2.92 1.23 13.51 0.0202
C 4.03 0.79 14.22 -0.0743
H -0.04 1.19 10.58 0.0778
H 1.44 1.11 9.64 0.0721
H 0.27 2.21 9.15 0.0677
H 0.61 3.55 11.29 0.1208
H 2.20 3.48 10.51 0.1283
H 4.11 -0.28 14.03 0.0959
H 3.94 0.70 15.30 0.0899
H 4.98 1.31 14.11 0.1018
C 0.54 -0.27 -11.84 -0.0474
C 0.94 0.33 -10.48 -0.2565
O 0.76 1.71 -10.43 0.0413
C 1.04 2.26 -9.23 -0.5761
O 1.02 1.66 -8.17 0.1091
O 1.32 3.53 -9.40 0.0230
C 1.28 4.40 -8.34 -0.0722
H 0.73 -1.34 -11.78 0.0807
H 1.09 0.30 -12.58 0.0752
H -0.51 -0.01 -12.02 0.0771
H 1.93 0.06 -10.09 0.1295
H 0.30 -0.14 -9.73 0.1162
H 1.99 5.22 -8.42 0.1017
H 1.53 3.91 -7.40 0.0922
H 0.24 4.71 -8.25 0.1063
C 2.28 -4.61 -5.60 -0.0524
C 3.23 -4.24 -6.75 -0.2490
O 3.10 -5.12 -7.85 0.0346
C 4.05 -5.13 -8.82 -0.5369
O 5.09 -4.43 -8.93 0.0837
O 3.81 -6.13 -9.62 0.0127
C 4.40 -6.28 -10.87 -0.0606
H 2.31 -3.86 -4.81 0.0766
H 2.45 -5.60 -5.16 0.0796
H 1.34 -4.50 -6.13 0.0757
H 4.23 -4.05 -6.38 0.1203
H 3.03 -3.24 -7.14 0.1225
H 5.46 -6.53 -10.82 0.0948
H 4.31 -5.45 -11.57 0.1034
H 4.03 -7.21 -11.31 0.0952
C -14.26 1.56 -1.92 -0.0723
C -12.94 1.78 -2.55 -0.2454
O -11.91 1.64 -1.60 0.0473
C -10.69 1.43 -2.04 -0.5534
O -10.44 1.15 -3.24 0.0743
O -9.87 1.41 -1.00 0.0169
C -8.50 1.25 -1.18 -0.0741
H -15.02 1.80 -2.67 0.0865
H -14.37 2.20 -1.04 0.0785
H -14.37 0.56 -1.51 0.0855
H -12.74 2.73 -3.05 0.1378
H -12.94 0.97 -3.28 0.1248
H -8.23 0.25 -1.50 0.0994
H -7.97 1.39 -0.24 0.0944
H -8.05 1.96 -1.87 0.0998
C 5.41 9.51 2.28 -0.0564
C 4.23 10.00 3.11 -0.1976
O 4.40 11.40 3.39 0.0726
C 3.48 12.04 3.98 -0.6244
O 2.33 11.58 4.25 0.0617
O 3.91 13.24 4.28 0.0164
C 3.06 14.20 4.88 -0.0444
H 5.42 10.21 1.44 0.0809
H 5.14 8.52 1.91 0.0809
H 6.33 9.53 2.86 0.0795
H 4.04 9.42 4.02 0.1299
H 3.34 9.83 2.50 0.1230
H 3.27 14.19 5.95 0.0953
H 2.01 13.96 4.72 0.0920
H 3.18 15.24 4.57 0.0905
C -3.67 -3.70 4.33 -0.0604
C -3.62 -3.54 2.79 -0.2324
O -3.19 -4.81 2.38 0.0209
C -3.31 -5.14 1.08 -0.5674
O -3.63 -4.48 0.14 0.1444
O -3.09 -6.48 1.08 -0.0229
C -3.45 -7.29 -0.05 -0.0346
H -2.63 -3.81 4.66 0.0750
H -4.26 -4.58 4.59 0.0793
H -4.13 -2.80 4.74 0.0738
H -3.03 -2.67 2.50 0.1268
H -4.66 -3.33 2.54 0.1217
H -4.34 -7.88 0.17 0.0940
H -2.54 -7.88 -0.16 0.0931
H -3.57 -6.74 -0.98 0.0888